{"formula": "C35H31BrN2O7PTi", "method": "wB97M-V/def2-TZVPD", "spin_multiplicity": 2, "s_squared": 0.75, "gap_ev": [8.31, 8.87], "homo_energy_ev": [-7.91, -8.48], "e_above_lowest_ev": 0.000, "molar_mass_g_mol": 750.39, "fmax_ha_per_bohr": 0.005, "species": ["Ti", "O", "C", "O", "C", "C", "C", "C", "C", "C", "P", "C", "C", "C", "C", "C", "C", "C", "C", "C", "C", "C", "C", "H", "H", "H", "H", "H", "H", "H", "H", "H", "H", "H", "H", "H", "H", "O", "C", "C", "C", "C", "C", "C", "N", "H", "H", "H", "H", "H", "H", "H", "N", "C", "C", "C", "O", "O", "H", "H", "H", "H", "H", "H", "Br", "C", "C", "C", "C", "C", "C", "C", "O", "O", "H", "H", "H", "H"], "xyz": [[1.6835, -0.1778, -0.6822], [3.7304, 0.2331, 2.1816], [2.8689, 0.9727, 1.7435], [2.6059, 1.1718, 0.4852], [1.9976, 1.7538, 2.7083], [2.6400, 2.3950, 3.7646], [1.9195, 3.1596, 4.6655], [0.5408, 3.2686, 4.5331], [-0.1071, 2.6028, 3.5074], [0.6068, 1.8352, 2.5856], [-0.2836, 0.8748, 1.3009], [-1.1560, -0.4146, 2.2656], [-1.8953, -1.3458, 1.5256], [-2.4824, -2.4407, 2.1378], [-2.3248, -2.6338, 3.5053], [-1.5852, -1.7267, 4.2473], [-1.0020, -0.6235, 3.6332], [-1.6146, 2.0486, 0.8502], [-1.2245, 3.3078, 0.3876], [-2.1680, 4.2339, -0.0189], [-3.5206, 3.9125, 0.0176], [-3.9153, 2.6651, 0.4697], [-2.9677, 1.7368, 0.8860], [3.7124, 2.2866, 3.8576], [2.4298, 3.6723, 5.4708], [-0.0284, 3.8653, 5.2343], [-1.1848, 2.6738, 3.4167], [-1.9959, -1.2220, 0.4524], [-3.0457, -3.1510, 1.5451], [-2.7711, -3.4943, 3.9867], [-1.4530, -1.8775, 5.3110], [-0.4178, 0.0671, 4.2269], [-0.1721, 3.5649, 0.3589], [-1.8511, 5.2095, -0.3651], [-4.2602, 4.6345, -0.3034], [-4.9663, 2.4083, 0.5055], [-3.2969, 0.7712, 1.2475], [0.6048, 1.6408, -1.3622], [1.4210, 2.5583, -2.0601], [2.2368, 1.8095, -3.0718], [2.7274, 2.3956, -4.2244], [3.4521, 1.6112, -5.1058], [3.6481, 0.2739, -4.8054], [3.1379, -0.2285, -3.6199], [2.4532, 0.5297, -2.7566], [-0.0889, 1.2419, -1.9789], [2.0834, 3.0221, -1.3252], [0.8177, 3.3380, -2.5306], [2.5250, 3.4386, -4.4281], [3.8456, 2.0352, -6.0207], [4.1883, -0.3826, -5.4719], [3.2709, -1.2636, -3.3377], [1.5189, -1.6178, 1.1141], [2.5243, -2.7036, 1.1982], [2.4445, -3.5779, -0.0355], [2.7296, -2.8228, -1.3214], [2.7542, -3.3726, -2.3996], [2.9661, -1.5372, -1.1565], [1.5511, -1.1122, 1.9950], [0.5871, -2.0276, 1.0718], [2.3635, -3.2983, 2.1003], [3.4998, -2.2257, 1.2732], [1.4548, -4.0356, -0.1328], [3.1573, -4.4014, 0.0265], [-2.7751, -5.6954, -0.8772], [-2.9116, -4.0529, -1.8140], [-4.0183, -3.8096, -2.6116], [-4.1149, -2.5971, -3.2803], [-3.1217, -1.6388, -3.1444], [-2.0193, -1.9001, -2.3435], [-1.9058, -3.1143, -1.6767], [-0.9598, -0.8431, -2.1474], [-1.0889, 0.2536, -2.7115], [-0.0104, -1.1547, -1.3509], [-4.7929, -4.5581, -2.7063], [-4.9757, -2.4011, -3.9057], [-3.1862, -0.6839, -3.6476], [-1.0389, -3.3096, -1.0623]]}


{"formula": "C35H31F2N2", "method": "wB97M-V/def2-TZVPD", "spin_multiplicity": 1, "gap_ev": 4.29, "total_charge": 1, "homo_energy_ev": -10.67, "e_above_lowest_ev": 0.809, "molar_mass_g_mol": 517.64, "fmax_ha_per_bohr": 0.032, "species": ["F", "C", "C", "C", "C", "C", "C", "C", "C", "C", "C", "C", "C", "C", "H", "H", "H", "H", "H", "H", "H", "H", "H", "H", "F", "C", "C", "C", "C", "C", "C", "C", "C", "C", "C", "C", "C", "C", "C", "C", "C", "C", "N", "C", "C", "C", "N", "C", "C", "H", "H", "H", "H", "H", "H", "H", "H", "H", "H", "H", "H", "H", "H", "H", "H", "H", "H", "H", "H", "H"], "xyz": [[3.7737, 2.0072, 6.7249], [3.2994, 1.9686, 5.4330], [3.0202, 3.1877, 4.8129], [2.7082, 3.1149, 3.4445], [2.5757, 1.9065, 2.7819], [2.7256, 0.6431, 3.4515], [2.3955, -0.5647, 2.7603], [2.9783, -1.8453, 3.0149], [3.0289, -2.7947, 1.9463], [3.4935, -4.0880, 2.1430], [3.9293, -4.5246, 3.4072], [3.9693, -3.5909, 4.4534], [3.4918, -2.2961, 4.2672], [3.1780, 0.7393, 4.8117], [3.1461, 4.1302, 5.3480], [2.5304, 4.0559, 2.9177], [2.3346, 1.8970, 1.7208], [1.6952, -0.4734, 1.9267], [2.6769, -2.4773, 0.9649], [3.5100, -4.7983, 1.3201], [4.2739, -5.5498, 3.5683], [4.3524, -3.8843, 5.4298], [3.4621, -1.6512, 5.1347], [3.3862, -0.1365, 5.4004], [1.1186, 0.3391, -2.3660], [-0.2852, 0.5088, -2.2749], [-0.6471, 1.8966, -2.8432], [0.2638, 2.7005, -3.5300], [-0.1532, 3.9392, -4.0481], [-1.4750, 4.3676, -3.8966], [-2.3768, 3.5876, -3.1663], [-1.9499, 2.3710, -2.6322], [-0.9378, -0.6481, -3.0564], [-1.7069, -0.4268, -4.2037], [-2.3601, -1.4952, -4.8418], [-2.1484, -2.8051, -4.4103], [-1.3069, -3.0351, -3.3247], [-0.6802, -1.9701, -2.6694], [-0.5871, 0.5249, -0.7426], [-0.0613, 1.7644, 0.0040], [-1.1485, 2.1878, 0.9990], [-2.2886, 1.2028, 0.8382], [-2.0221, 0.5222, -0.4293], [-2.7511, -0.6691, -0.5881], [-2.3498, -1.7716, 0.1806], [-2.9216, -3.0090, -0.1206], [-3.8424, -3.1119, -1.0672], [-4.3327, -2.0555, -1.7002], [-3.8469, -0.7629, -1.4552], [1.2954, 2.3601, -3.6768], [0.5657, 4.5592, -4.5865], [-1.8128, 5.2995, -4.3426], [-3.4138, 3.8806, -3.0007], [-2.6473, 1.7721, -2.0477], [-1.8227, 0.5920, -4.5940], [-3.0290, -1.2837, -5.6765], [-2.6372, -3.6343, -4.9152], [-1.1368, -4.0530, -2.9707], [0.0111, -2.1680, -1.8472], [-0.1086, -0.3702, -0.2929], [0.8576, 1.4909, 0.5279], [0.1852, 2.5861, -0.6722], [-0.7836, 2.1713, 2.0307], [-1.4995, 3.2059, 0.7953], [-2.2909, 0.4707, 1.6592], [-3.2826, 1.6681, 0.7984], [-1.5909, -1.6720, 0.9441], [-2.6069, -3.9050, 0.4194], [-5.1340, -2.2093, -2.4294], [-4.2562, 0.1116, -1.9618]]}


What is the formula in the first record? C35H31BrN2O7PTi